No. 1
A structure of composition C43H38BrF4GeN6ORb, computed with ωB97M-V/def2-TZVPD.

The HOMO energy (spin up / spin down) is -6.086 / -6.086 eV. The value obtained for the LUMO energy (spin up / spin down) is -0.355 / -0.355 eV. For the orbital gap (spin up / spin down), the calculation gives 5.731 / 5.730 eV.

The geometry in XYZ format:
```
95
C43H38BrF4GeN6ORb, DFT ωB97M-V/def2-TZVPD
Rb -1.25 1.96 1.18
Br 0.27 3.34 -7.31
C -0.31 3.19 -5.43
C -1.69 2.87 -5.20
C -2.12 2.43 -4.00
C -1.16 2.28 -2.98
O -1.56 1.75 -1.80
C 0.15 2.74 -3.12
C 1.23 2.74 -2.08
N 1.06 2.72 -0.81
C 2.19 2.44 -0.05
C 3.15 1.62 -0.56
C 4.36 1.40 0.17
C 4.61 1.99 1.33
C 3.57 2.73 1.99
C 3.76 3.07 3.34
C 2.71 3.70 4.00
C 1.49 3.96 3.19
N 1.34 3.58 1.98
C 2.34 2.95 1.33
C 0.63 3.08 -4.44
H -2.34 2.95 -6.00
H -3.16 2.09 -3.80
H 2.26 2.93 -2.36
H 3.00 1.05 -1.50
H 5.18 0.86 -0.32
H 5.53 1.91 1.89
H 4.71 2.77 3.85
H 2.71 4.00 5.05
H 0.64 4.55 3.60
H 1.67 3.40 -4.68
C -4.85 2.08 1.08
N -3.92 1.29 1.92
C -4.10 1.51 3.40
C -3.93 -0.12 1.58
C -3.11 -1.07 2.50
N -1.79 -0.59 2.61
C -0.81 -1.30 3.19
C 0.32 -0.61 3.59
F 0.43 0.72 3.29
C 1.35 -1.12 4.25
F 2.44 -0.35 4.44
C 1.49 -2.50 4.46
C 0.45 -3.25 3.96
F 0.64 -4.57 3.96
C -0.69 -2.71 3.39
F -1.57 -3.63 2.77
H -5.84 1.65 1.10
H -4.36 2.05 0.08
H -4.81 3.05 1.49
H -3.23 1.03 3.91
H -5.00 1.10 3.79
H -4.17 2.56 3.59
H -3.47 -0.19 0.62
H -4.90 -0.57 1.63
H -3.21 -2.08 2.13
H -3.50 -1.11 3.53
H 2.46 -2.87 4.83
N -2.62 -0.70 -2.04
C -2.55 -1.92 -1.53
C -3.66 -2.88 -1.56
C -3.59 -4.13 -1.09
C -2.46 -4.43 -0.31
C -1.42 -3.58 -0.27
N -1.39 -2.34 -0.90
H -3.47 -0.60 -2.60
H -2.00 0.82 -1.75
H -4.43 -2.47 -2.26
H -4.33 -4.91 -1.09
H -2.40 -5.33 0.37
H -0.52 -3.81 0.31
Ge 0.20 -1.26 -1.02
C 1.63 -2.06 0.08
C 2.08 -1.31 1.17
C 3.23 -1.59 1.79
C 3.81 -2.84 1.65
C 3.36 -3.60 0.60
C 2.28 -3.23 -0.20
C 0.76 -1.10 -2.87
C -0.04 -0.76 -3.98
C 0.48 -0.33 -5.18
C 1.80 -0.02 -5.31
C 2.72 -0.48 -4.28
C 2.21 -1.07 -3.11
H -0.21 0.10 -0.52
H 1.66 -0.34 1.31
H 3.56 -1.01 2.58
H 4.68 -3.14 2.24
H 3.79 -4.59 0.37
H 2.06 -3.83 -1.10
H -1.09 -1.01 -3.95
H -0.23 -0.14 -5.98
H 2.24 0.49 -6.22
H 3.79 -0.43 -4.45
H 2.81 -1.59 -2.42
```



No. 2
A structure of composition CH4N5O2, computed with ωB97M-V/def2-TZVPD.

The HOMO energy is -15.287 eV. The value obtained for the LUMO energy is -6.418 eV. Its charge is +1. For the orbital gap, the calculation gives 8.869 eV.

The geometry in XYZ format:
```
12
CH4N5O2, DFT ωB97M-V/def2-TZVPD
C -0.15 -0.35 0.05
N -0.61 -0.86 1.34
N 1.15 -0.97 -0.16
N 0.19 -1.67 1.73
N 1.40 -1.68 0.74
N 0.21 1.42 0.50
O -0.57 -0.22 -2.20
O -1.08 -0.32 -0.88
H 1.17 1.42 -0.02
H 0.31 1.24 1.51
H -0.68 1.83 0.10
H -1.34 0.17 -2.71
```



For reference, energy by record: -194276.536 -12632.689 eV.
For reference, energy above the lowest of the compared OMol25 structures with the same formula, charge and spin by record: 29.24 32.77 kcal per mole.